46
Properties=species:S:1:pos:R:3:forces:R:3:lowdin_charge:R:1 method="wB97M-V/def2-TZVPD" max_force_ev_per_a=5.3 total_charge=+2 s_squared=6.038 e_tot_ha=-1563.3925 lumo_ev="-7.0 / -10.3" spin_multiplicity=5
H -1.06000 -0.98224 3.06653 0.2 -0.3 0.2 0.073
N 0.40281 -1.34581 1.60663 0.3 -1.7 1.0 -0.170
B 2.35828 -2.24276 0.20332 0.3 0.7 0.2 -0.465
N 1.43347 -2.29816 1.45792 -1.2 0.7 0.5 0.018
C 1.43678 -3.08070 2.54807 -0.2 0.6 -0.6 0.001
Os 0.00913 -0.12308 0.10928 4.1 3.1 1.4 1.506
H 2.19681 -3.84370 2.64314 -0.2 0.0 0.0 0.149
C 0.40321 -2.69851 3.40600 -0.5 0.7 -0.1 0.004
H 0.13625 -3.11034 4.36684 0.1 -0.1 -0.1 0.120
C -0.22783 -1.61577 2.78630 1.0 -0.5 -0.5 -0.078
H 3.22001 -3.06460 0.23917 -0.2 -0.1 0.0 0.133
C 0.15732 2.60701 -1.25989 -0.1 0.5 -1.8 -0.047
H -0.63682 3.16116 -1.82211 0.0 -0.9 0.9 0.053
H 0.07842 1.48819 -1.46165 0.1 0.9 -0.2 -0.007
H 1.03040 3.03974 -1.81826 -0.2 -1.0 1.1 0.070
N 2.97617 -0.81521 0.22040 -0.2 1.1 0.1 -0.023
N 1.51739 -2.32722 -1.09306 -1.3 0.5 -0.7 0.015
N 2.16733 0.29616 0.22166 -0.6 -0.6 -0.3 -0.114
N 0.47678 -1.39664 -1.31361 1.1 -3.0 -2.5 -0.177
C 4.24733 -0.40565 0.22652 -0.5 0.3 0.1 -0.024
C 1.57504 -3.15348 -2.14635 0.1 0.3 0.8 -0.005
H 5.03293 -1.12333 0.26357 0.4 -0.3 -0.1 0.136
H 2.31552 -3.93890 -2.17645 0.0 0.0 0.0 0.150
C 4.28300 0.97837 0.22407 -0.9 0.1 0.0 -0.008
C 0.58826 -2.82100 -3.05973 -0.7 0.4 -0.5 -0.007
C 2.94903 1.40367 0.20705 0.3 -1.7 0.0 -0.079
C -0.08080 -1.73110 -2.52098 1.0 -0.3 0.7 -0.079
H 5.13979 1.59274 0.24227 0.7 0.5 0.0 0.104
H 0.37551 -3.30304 -4.00820 0.1 0.1 0.3 0.126
H 2.49966 2.37855 0.15510 0.1 0.1 0.1 0.102
H -0.90965 -1.15412 -2.90192 0.0 -0.1 -0.1 0.117
H 0.13908 2.81517 -0.20037 0.1 0.3 0.2 0.018
Cl -2.50146 1.33050 2.80941 -0.1 0.2 -0.5 0.836
C -3.06154 1.89524 1.28519 -0.7 1.2 1.5 -0.553
C -3.85892 3.04616 1.26402 0.3 0.0 0.1 -0.044
C -4.28297 3.58276 0.04516 -0.2 0.1 1.4 0.028
C -3.94859 2.92199 -1.13371 1.0 -1.2 -1.5 0.002
C -3.17733 1.76124 -1.10575 -0.6 0.9 -0.9 -0.022
C -2.71994 1.20636 0.10053 1.0 -2.6 -0.6 -0.249
C -1.99377 -0.13441 0.09762 -3.7 1.3 0.1 -0.298
H -4.10924 3.55331 2.19544 0.1 -0.2 -0.2 0.131
H -4.88865 4.49674 0.02556 0.3 -0.4 0.0 0.148
H -4.25937 3.34667 -2.09285 0.0 -0.3 0.3 0.139
H -2.91883 1.23865 -2.02937 -0.2 0.3 0.2 0.133
H -2.28877 -0.74899 0.96044 -0.2 0.2 -0.1 0.062
H -2.22122 -0.68164 -0.83295 -0.2 0.2 0.2 0.072


45
Properties=species:S:1:pos:R:3:forces:R:3:lowdin_charge:R:1 method="wB97M-V/def2-TZVPD" de_lowest_kcal_mol=56.52 max_force_ev_per_a=5.2 total_charge=-2 s_squared=0.785 e_tot_ha=-5784.2113 lumo_ev="4.1 / 4.1" spin_multiplicity=2
C -0.57135 0.94875 -2.62482 2.0 -0.5 -0.4 -0.279
C -1.37838 -0.20320 -2.52414 0.7 -0.1 0.7 -0.220
C -0.55141 -1.32540 -2.33175 1.5 0.3 0.0 -0.236
C -2.86072 -0.20736 -2.65970 0.3 0.0 0.1 -0.050
C 0.87081 -0.91299 -2.42565 -2.6 1.9 -0.3 -0.341
C 0.85612 0.55971 -2.62321 -2.8 -2.1 -0.4 -0.367
C 2.01411 1.44539 -2.64018 1.3 -0.1 -0.7 -0.056
C -1.06033 2.32684 -2.92062 -0.3 -0.4 0.2 -0.088
C -1.03340 -2.73476 -2.14200 -0.3 0.5 -0.3 -0.074
C 2.05709 -1.74069 -2.19085 0.6 -0.7 -0.6 -0.079
V 0.59028 0.14089 -0.67109 -2.8 -0.3 4.0 0.533
Cl -3.78301 -0.75235 0.74832 -0.2 -0.1 -0.4 -0.753
Cl -0.68066 2.06092 0.16632 0.7 -1.1 -0.5 0.123
Cl 0.26461 -1.87109 0.55909 0.3 1.3 -0.7 0.185
H -3.29573 0.73432 -2.34832 -0.1 0.1 0.2 0.071
H -3.32754 -0.98738 -2.06820 -0.1 -0.1 0.1 0.022
H -3.04598 -0.33701 -3.72300 -0.4 -0.1 -0.3 0.082
H -1.91578 -2.80529 -1.48655 0.3 0.2 -0.2 0.084
H -0.26386 -3.38919 -1.75722 0.2 0.0 0.1 0.042
H -1.30230 -3.06376 -3.14902 -0.2 -0.3 -0.1 0.084
H 1.84122 -2.71384 -1.74845 -0.1 0.3 0.2 0.068
H 2.80537 -1.22253 -1.60136 0.2 0.0 0.2 0.085
H 2.48302 -1.93846 -3.16398 0.6 -0.2 -0.4 0.078
H 2.61643 1.35424 -1.71989 -0.2 0.5 -0.6 0.075
H 1.68349 2.45810 -2.84414 0.3 0.2 0.2 0.081
H 2.60473 1.06482 -3.47501 0.5 0.5 -0.2 0.087
H -2.02192 2.54050 -2.43181 0.5 0.0 0.0 0.073
H -1.21190 2.35650 -3.99924 0.0 0.2 -0.2 0.088
H -0.31904 3.06071 -2.62490 -0.1 0.2 0.0 0.056
O 2.01031 0.77058 0.19969 -0.5 -0.2 -0.1 -0.357
H 1.56527 1.17411 0.97063 0.4 0.0 0.4 -0.045
Br 2.49794 2.22331 3.71329 0.3 0.3 -0.3 0.780
C 1.70917 1.72900 5.34629 0.2 0.5 1.7 -0.646
C 2.03174 2.43295 6.52248 -0.2 0.1 0.2 -0.159
C 1.44606 2.07010 7.73832 -0.1 -0.4 -0.1 -0.123
C 0.53447 0.96667 7.74580 1.1 1.3 1.2 -0.122
C 0.26837 0.26759 6.61026 0.7 1.0 -0.5 -0.047
C 0.87226 0.65796 5.40932 -1.1 -0.9 -1.6 -0.170
C 0.57498 -0.16910 4.07224 3.2 -1.6 3.8 -0.771
O -0.21017 0.30217 3.31816 -1.7 0.7 -2.2 0.016
O 1.32382 -1.20117 4.15582 -1.1 0.7 -0.9 -0.083
H 2.71924 3.27506 6.48582 0.0 -0.1 0.0 0.077
H 1.71602 2.61540 8.67861 -0.4 -0.6 -1.0 0.089
H 0.11065 0.68302 8.70290 -0.2 -0.1 0.0 0.080
H -0.41938 -0.53484 6.61011 -0.5 -0.8 -0.1 0.105


45
Properties=species:S:1:pos:R:3:forces:R:3:lowdin_charge:R:1 method="wB97M-V/def2-TZVPD" smiles="CCN(CC)C(=O)CCc1nnc(Cc2cccc(C(F)(F)F)c2)o1" de_lowest_kcal_mol=4.19 max_force_ev_per_a=1.4 e_tot_ha=-1274.1820 lumo_ev=0.7
C -2.37831 -2.14132 -1.90806 0.0 0.0 0.2 -0.070
C -2.22194 -2.37050 -0.40322 -0.2 0.0 -0.3 -0.197
N -1.18026 -1.55330 0.17955 0.2 -0.1 -0.1 -0.056
C 0.19136 -1.94051 -0.12014 0.3 0.1 0.2 -0.191
C 0.78274 -2.82928 0.96820 -0.1 0.2 -0.2 -0.058
C -1.34509 -0.49706 0.99787 -0.4 -0.1 0.3 -0.462
O -0.38691 0.09877 1.46699 0.2 0.1 0.2 0.059
C -2.75934 -0.01051 1.32259 0.1 0.0 0.1 -0.073
C -3.38841 0.73016 0.12615 0.2 0.1 0.2 -0.077
C -2.30526 1.40174 -0.63001 -0.3 -0.1 -0.8 -0.356
N -1.91711 1.13017 -1.83214 -1.1 -0.5 0.5 0.098
N -0.80800 1.86482 -2.06665 1.1 0.9 -0.1 0.116
C -0.57719 2.54679 -0.99490 -0.1 0.1 -0.7 -0.335
C 0.61652 3.37278 -0.69038 -0.2 -0.3 0.3 -0.044
C 1.55419 2.45297 0.05754 0.3 0.1 0.2 -0.208
C 1.55470 2.41062 1.44411 0.1 0.0 -0.1 -0.032
C 2.34973 1.50209 2.12009 0.1 0.0 0.0 -0.057
C 3.15375 0.62379 1.41914 0.0 0.0 -0.1 -0.011
C 3.15604 0.66800 0.03051 0.0 0.0 -0.1 -0.121
C 4.01657 -0.30048 -0.72790 0.2 -0.2 -0.1 -0.581
F 5.20975 -0.49964 -0.13986 0.1 0.1 0.2 0.135
F 3.45277 -1.52371 -0.82811 -0.2 -0.1 0.1 0.130
F 4.27626 0.08972 -1.98394 -0.1 0.2 -0.1 0.140
C 2.35360 1.56876 -0.65335 0.1 -0.1 0.2 0.035
O -1.50643 2.31520 -0.04363 0.0 0.2 0.2 0.152
H -3.28630 -2.62515 -2.25841 -0.1 -0.1 -0.1 0.074
H -2.42789 -1.07774 -2.13038 0.0 0.0 -0.1 0.041
H -1.53890 -2.55994 -2.45623 0.1 0.0 -0.1 0.068
H -3.16713 -2.16422 0.09719 0.1 -0.1 0.0 0.104
H -1.97064 -3.42101 -0.21662 -0.1 0.1 0.1 0.122
H 0.78455 -1.02680 -0.19977 -0.1 -0.1 -0.1 0.105
H 0.20521 -2.45222 -1.08143 0.0 0.0 0.0 0.117
H 0.19783 -3.73897 1.08767 0.0 -0.1 0.0 0.069
H 1.80047 -3.09808 0.70175 0.1 -0.1 0.0 0.067
H 0.79588 -2.29101 1.91221 0.0 0.0 0.1 0.074
H -3.40452 -0.82291 1.65544 0.0 0.0 0.0 0.112
H -2.63450 0.68980 2.15051 0.0 -0.1 -0.1 0.124
H -4.11295 1.46429 0.48403 -0.1 -0.1 0.0 0.125
H -3.88767 0.04546 -0.55770 0.0 0.1 0.0 0.116
H 1.05884 3.71032 -1.62635 -0.1 0.0 0.0 0.131
H 0.33179 4.22413 -0.07246 0.1 0.1 -0.1 0.128
H 0.91762 3.08169 1.99981 -0.1 0.1 0.1 0.121
H 2.33169 1.46907 3.19770 0.0 0.0 0.1 0.111
H 3.77271 -0.09360 1.93555 0.1 0.0 0.1 0.123
H 2.34019 1.57682 -1.73300 0.0 0.0 -0.1 0.132


42
Properties=species:S:1:pos:R:3:forces:R:3:lowdin_charge:R:1 method="wB97M-V/def2-TZVPD" de_lowest_kcal_mol=0.00 max_force_ev_per_a=5.1 total_charge=+1 s_squared=6.076 e_tot_ha=-2203.4973 lumo_ev="-2.3 / -6.8" spin_multiplicity=5
C -2.83661 -1.13353 1.52830 -1.0 0.4 0.2 -0.101
C -1.34459 -1.11905 1.24375 1.9 -0.6 -0.5 -0.133
N -0.83248 0.26157 1.14585 -3.5 0.5 1.1 -0.054
C -1.08847 1.01035 2.43893 2.0 -0.1 -0.6 -0.106
C -2.57496 1.04549 2.75384 -1.0 -0.2 -0.1 -0.109
C -3.35072 0.32164 1.62679 0.5 0.0 -0.1 -0.269
C -3.01318 1.03523 0.29200 -1.0 -0.2 0.5 -0.097
C -1.51088 0.98473 0.04352 2.0 0.1 -0.6 -0.113
H -3.34391 -1.67300 0.71900 0.0 0.1 0.2 0.132
H -3.00976 -1.67429 2.46493 -0.1 0.1 -0.2 0.129
H -0.76148 -1.63224 2.02229 -0.3 0.2 -0.2 0.130
H -1.10251 -1.60695 0.28840 -0.1 0.1 0.3 0.131
H -0.49973 0.51842 3.22718 -0.2 0.1 -0.3 0.141
H -0.67723 2.02171 2.29583 -0.1 -0.4 0.1 0.137
H -2.74161 0.56283 3.72444 -0.1 0.1 -0.2 0.130
H -2.89551 2.09177 2.83369 0.0 -0.3 0.0 0.130
H -4.42624 0.33943 1.82396 0.2 0.0 -0.1 0.152
H -3.52924 0.54476 -0.54223 0.0 0.2 0.2 0.132
H -3.33062 2.08285 0.33502 0.0 -0.2 -0.1 0.130
H -1.06238 1.98765 -0.00772 -0.2 -0.3 0.1 0.139
H -1.24649 0.46910 -0.88920 -0.2 0.1 0.3 0.118
O 2.81623 -0.98653 -5.02581 -0.7 0.8 2.7 0.165
C 2.58183 -0.60399 -3.95321 1.7 -1.0 -4.7 -0.110
Fe 2.03219 -0.04180 -2.36259 -1.6 0.3 -0.6 0.095
C 1.35443 1.44233 -3.06697 -2.3 2.6 -3.1 -0.109
O 0.79359 2.25072 -3.69991 1.8 -2.1 2.2 0.151
C 0.50175 -0.92800 -2.55424 -4.1 -2.2 0.1 -0.104
O -0.49089 -1.54057 -2.58865 2.4 1.4 0.0 0.136
C 1.52155 0.24519 0.59589 0.7 -0.5 -0.4 -0.088
C 1.67179 -1.12365 0.70924 -0.5 0.7 1.6 -0.086
C 2.13950 -1.95685 -0.29554 0.9 -1.5 -1.2 -0.065
C 2.96155 -1.55645 -1.39906 0.2 -2.1 0.5 -0.209
C 3.85790 -0.42827 -1.35400 1.4 0.5 0.6 -0.120
C 3.37179 0.82574 -1.03164 0.8 0.2 0.0 -0.120
C 2.02395 0.98283 -0.52485 0.0 2.6 2.0 -0.188
H 1.11987 0.83696 1.42732 0.4 -0.2 -0.3 0.114
H 1.35777 -1.59672 1.64507 0.1 0.1 -0.3 0.116
H 1.93195 -3.04052 -0.20777 0.0 0.7 -0.2 0.133
H 3.22140 -2.37315 -2.10087 0.1 0.4 0.8 0.135
H 4.86613 -0.56693 -1.76613 -0.5 0.3 0.1 0.141
H 3.96976 1.72712 -1.25267 -0.4 -0.5 0.1 0.145
H 1.57454 1.99411 -0.56218 0.8 -0.4 0.0 0.120